Entry 1:
78
Properties=species:S:1:pos:R:3:forces:R:3:mulliken_charge:R:1 method="wB97M-V/def2-TZVPD" homo_ha="-0.216 / -0.216" multiplicity=1 homo_lumo_gap_ha="0.20506 / 0.20511"
Ti 0.2997 -1.3158 1.6659 0.026 0.069 0.074 -0.489
S -0.1780 -3.1095 0.0969 -0.016 -0.020 0.057 -0.503
S -0.8613 -5.9413 3.2602 0.131 -0.015 -0.036 -0.122
S 0.1570 -3.0953 3.3354 -0.038 -0.004 -0.094 -0.371
S 2.7682 -1.4100 2.1461 0.003 -0.056 0.039 -0.465
S -1.1797 -5.9601 0.4009 0.146 0.003 0.018 -0.096
S -1.8969 -8.3975 1.9414 0.122 -0.084 -0.013 -0.273
P -2.6972 -0.7150 -0.8446 -0.138 0.153 -0.198 1.220
O 0.6329 -0.4442 -0.1319 -0.092 0.044 -0.008 1.582
O 0.8491 0.0972 -2.2695 0.014 -0.022 -0.041 -0.750
N -2.2191 -0.7623 -3.6185 0.005 -0.014 -0.060 0.154
N -1.4832 -0.5710 2.2809 0.019 -0.062 0.000 0.770
N 0.6723 0.4795 2.5215 0.252 0.043 -0.002 0.867
N 1.9409 1.0154 2.5986 0.061 -0.032 0.111 -0.313
N 4.2277 0.7938 2.5778 0.059 0.069 -0.061 -0.446
N -2.6069 1.4417 -2.6581 0.055 -0.020 -0.022 0.166
N -4.4617 -0.0931 -2.9623 -0.018 -0.020 -0.018 0.169
C -4.4022 -0.6690 -1.6092 0.012 -0.111 0.025 -1.322
C -3.7094 -0.8483 -3.9044 -0.066 0.032 -0.036 -0.806
C -0.3411 1.3467 2.8573 -0.402 0.202 -0.149 0.374
C -1.8209 0.7215 -3.6005 0.012 0.086 0.077 -0.771
C 2.6888 2.0078 -0.4294 -0.028 -0.016 -0.044 1.103
C -3.8299 -0.8720 2.6853 0.028 0.103 -0.040 -0.791
C 2.6297 0.6741 -0.8378 0.024 -0.006 -0.071 0.906
C 1.4182 2.7869 -0.2131 0.030 -0.018 0.016 -1.362
C -2.6143 -1.3405 2.3172 0.004 -0.096 0.113 -0.428
C 5.0204 0.5911 -0.9509 -0.043 -0.067 0.034 -1.080
C 3.9326 2.6109 -0.2825 -0.006 -0.041 -0.040 -1.060
C -1.5706 0.7516 2.7237 0.236 -0.145 -0.001 0.490
C -0.0992 2.7556 3.2972 0.025 -0.093 0.067 -1.839
C 6.4493 2.5866 -0.3830 -0.032 0.021 -0.012 -1.417
C 5.1109 1.9147 -0.5442 0.014 0.042 0.043 0.800
C 1.2817 0.0511 -1.1134 0.001 0.099 0.057 -1.043
C -0.5804 -4.4713 1.0966 -0.024 -0.056 -0.036 0.115
C 2.9943 0.2350 2.4326 -0.094 -0.005 0.015 0.288
C -1.2984 -6.8690 1.8673 -0.368 0.157 0.040 0.093
C -3.9545 0.5144 3.0253 0.002 -0.034 0.001 -0.667
C -0.4286 -4.4590 2.4354 -0.012 0.009 0.016 0.125
C -4.0212 1.2985 -2.9656 -0.007 0.042 -0.048 -0.944
C -2.2963 1.0566 -1.2710 0.003 -0.038 0.088 0.020
C -1.8696 -1.4609 -2.3306 -0.033 0.039 0.137 -0.849
C 3.7044 -1.4673 -1.5853 -0.020 0.002 0.011 -1.592
C 3.7907 -0.0452 -1.1080 0.018 0.025 0.006 1.020
C -2.8558 1.3024 3.0450 -0.030 -0.024 -0.053 -0.960
H 1.6236 3.7569 0.2404 -0.001 0.011 -0.006 0.367
H 0.4638 3.3378 2.5590 0.018 0.022 -0.006 0.251
H 3.2228 -1.5109 -2.5642 0.012 0.003 -0.001 0.307
H -2.4773 -2.3744 2.0226 0.002 0.004 0.012 0.253
H -3.8563 -0.4500 -4.9102 0.023 -0.014 -0.003 0.362
H -2.9330 2.3418 3.3332 0.011 0.010 -0.006 0.245
H -4.9203 0.9271 3.2883 -0.011 -0.019 0.000 0.432
H 4.6932 -1.9164 -1.6647 -0.006 -0.010 0.009 0.410
H 0.4329 2.8088 4.2537 0.031 0.016 -0.002 0.369
H -3.9868 -1.9019 -3.8743 0.016 -0.001 0.001 0.386
H -1.0468 3.2688 3.4354 0.000 0.004 0.017 0.383
H 5.9277 0.0358 -1.1649 0.004 0.005 -0.001 0.330
H -0.7912 -1.3940 -2.1949 -0.012 -0.005 -0.047 0.105
H 4.9727 0.2198 2.2168 0.026 -0.017 0.004 0.317
H 0.7300 2.2362 0.4314 -0.056 0.005 -0.016 -0.012
H 3.9825 3.6560 0.0083 0.000 0.017 0.010 0.357
H -5.0640 -0.0882 -0.9639 0.012 -0.019 0.030 0.403
H -4.2078 1.7193 -3.9572 -0.001 0.005 0.010 0.318
H -1.2365 1.2208 -1.0812 0.027 0.005 0.005 -0.747
H 6.4555 3.5651 -0.8647 0.011 0.001 -0.001 0.342
H -2.1672 -2.5061 -2.4243 0.046 -0.010 -0.028 0.398
H -2.0055 1.0892 -4.6122 -0.002 -0.027 0.009 0.362
H 3.1024 -2.0694 -0.9013 0.006 -0.020 0.017 0.197
H 0.9111 2.9639 -1.1654 -0.002 -0.009 0.016 0.359
H -4.8061 -1.6838 -1.6469 -0.006 -0.001 0.035 0.464
H 6.6933 2.7447 0.6701 0.008 -0.006 0.013 0.263
H -4.6051 1.8544 -2.2333 -0.004 -0.011 -0.003 0.386
H -1.7049 -1.2102 -4.3768 0.003 -0.005 0.012 0.357
H -4.6787 -1.5394 2.7117 -0.014 0.004 -0.002 0.466
H 4.3127 1.7623 2.3008 0.006 -0.035 -0.008 0.248
H 2.0476 1.9752 2.8958 -0.013 -0.011 -0.028 0.366
H -0.7637 0.7546 -3.3470 0.006 -0.031 -0.004 0.417
H 7.2451 1.9867 -0.8218 0.012 -0.004 0.002 0.378
H -2.8579 1.7038 -0.5932 0.012 0.001 0.002 0.658



Entry 2:
12
Properties=species:S:1:pos:R:3:forces:R:3:mulliken_charge:R:1 method="wB97M-V/def2-TZVPD" homo_ha=-0.552 multiplicity=1 homo_lumo_gap_ha=0.40949 charge=+1
Cl 0.9268 -1.7706 -1.2877 0.398 -0.555 0.069 -0.170
N -0.4157 0.8822 1.0727 -0.307 2.258 2.167 -0.532
N -0.5437 -1.6619 0.9825 0.680 -2.141 0.129 -0.485
N 0.4548 0.2729 0.2937 0.028 0.608 -1.934 0.115
N 0.3535 0.9869 -1.1024 -1.725 0.022 -0.048 -0.366
C 0.2110 -1.1178 0.1487 -1.227 -1.096 -0.167 0.515
H -0.0620 1.0542 2.0071 0.132 0.181 -0.277 0.281
H 0.3030 0.2565 -1.8541 -0.451 0.736 0.482 0.340
H -0.6047 -2.7409 1.0299 0.176 2.385 -0.582 0.318
H -1.3709 0.5833 1.1102 -0.370 -0.845 -0.257 0.252
H -0.4279 1.7498 -1.0986 1.166 -2.076 0.201 0.417
H 1.1756 1.5054 -1.3018 1.501 0.522 0.215 0.316



Entry 3:
74
Properties=species:S:1:pos:R:3:forces:R:3:mulliken_charge:R:1 method="wB97M-V/def2-TZVPD" homo_ha="-0.087 / -0.095" s2=0.76 multiplicity=2 homo_lumo_gap_ha="0.22696 / 0.21911" charge=-2
I -1.9293 2.0162 -0.9351 0.006 -0.078 0.192 0.244
Te 1.9033 1.6510 1.3621 0.052 -0.010 0.215 0.210
Br -0.4156 1.8336 -4.1126 0.072 -0.005 -0.008 -0.145
S 3.4861 0.1829 -4.8495 0.021 0.008 -0.140 -0.531
S 2.4383 0.9274 -1.7170 -0.294 0.105 -0.051 -0.339
P -1.5485 -2.9915 -2.0723 -0.032 -0.032 0.037 1.488
P 3.8996 0.3864 -2.9609 0.165 -0.065 0.199 0.484
Na -0.0061 -0.7383 -0.7341 0.361 0.548 -0.308 0.877
F -1.6141 -3.6128 -0.5836 -0.018 -0.019 0.000 -0.398
F -1.0875 -4.4157 -2.6633 -0.004 -0.014 -0.009 -0.393
F -3.0985 -3.3433 -2.3166 0.002 -0.017 0.010 -0.378
F -1.4387 -2.3224 -3.5278 -0.016 -0.004 -0.016 -0.404
F -1.9757 -1.5260 -1.4474 0.054 -0.278 -0.168 -0.420
F 0.0364 -2.6002 -1.7964 -0.248 -0.266 -0.204 -0.492
O 4.6507 -0.9084 -2.3240 -0.004 -0.042 -0.041 -0.472
O 1.2636 -1.5465 0.8773 0.022 -0.182 0.103 -0.452
O 5.1334 1.4296 -2.8184 -0.097 0.067 0.005 -0.483
O -0.9639 0.1279 1.0194 -0.103 0.031 0.104 -0.529
C 0.7383 -2.1545 1.8049 -0.110 0.196 0.162 1.320
C 3.3588 4.3666 4.4897 0.014 -0.038 0.020 -0.516
C 3.3335 5.6202 3.8951 0.006 0.037 0.011 -0.359
C -3.7595 5.0149 -3.4609 0.006 0.004 -0.042 -0.585
C 2.5836 3.3435 2.4343 -0.040 0.065 -0.090 -0.124
C 4.9782 -2.8119 -0.9695 0.020 -0.005 0.030 -1.696
C -2.1241 3.9484 -4.8510 0.025 -0.042 0.012 -0.541
C 2.5635 4.6127 1.8487 0.031 0.011 0.026 -0.220
C -1.0698 -2.6064 3.4290 -0.050 0.004 0.065 -0.831
C -2.4117 3.2101 -2.5692 -0.032 0.100 -0.093 0.020
C -2.2750 -2.3644 4.0437 0.058 -0.026 -0.033 -0.891
C -0.5585 -1.7991 2.3967 0.057 -0.078 -0.119 0.684
C 3.0980 -2.7671 -2.6436 -0.004 -0.041 -0.017 -1.354
C -2.5777 -0.4402 2.6166 0.027 -0.075 -0.003 -0.786
C -3.1111 4.9028 -4.6839 -0.026 0.026 0.024 -0.441
C -3.4064 4.1767 -2.4181 0.007 -0.033 -0.004 -0.506
C -3.0255 -1.2563 3.6157 -0.082 0.069 0.021 -0.313
C 2.9990 3.2393 3.7632 0.035 0.016 0.000 -0.305
C 5.1433 3.2496 -1.2479 0.013 0.017 0.004 -1.230
C -1.7758 3.0976 -3.8047 -0.043 0.062 -0.003 0.434
C -1.3322 -0.6663 1.9389 0.143 0.074 0.130 0.373
C 1.5164 -3.3280 2.3785 -0.009 -0.038 0.003 -1.777
C 2.9421 5.7373 2.5677 0.012 -0.011 -0.036 -0.600
C 5.5702 1.8175 -1.5057 0.042 -0.050 0.005 0.981
C 7.0747 1.6298 -1.4608 0.045 -0.014 -0.002 -1.563
C 3.9297 -1.9649 -1.6637 -0.019 0.008 0.028 1.250
H 3.2756 -1.5122 -0.9127 0.006 0.005 -0.028 -0.020
H 2.5451 -3.5423 -2.1101 0.009 -0.008 -0.009 0.445
H -3.1597 0.4084 2.2777 0.004 0.011 0.001 0.365
H 5.5875 -2.1987 -0.3036 -0.019 0.011 0.014 0.368
H 5.6360 -3.2856 -1.7024 -0.008 0.004 -0.018 0.368
H 5.5830 3.9101 -1.9996 0.004 0.006 -0.001 0.330
H 5.1032 1.1643 -0.7633 -0.022 0.016 -0.004 0.144
H 3.7401 -3.2280 -3.3987 0.012 0.000 0.003 0.342
H 0.9569 -4.2578 2.2663 -0.001 -0.006 -0.015 0.402
H -1.6046 3.8532 -5.7948 -0.005 -0.020 -0.005 0.368
H -3.9809 -1.0421 4.0860 0.001 -0.015 -0.006 0.350
H 1.7274 -3.1848 3.4395 -0.002 0.007 0.003 0.472
H 3.6158 6.4997 4.4617 0.007 -0.001 -0.002 0.338
H 3.0380 2.2632 4.2314 -0.008 -0.007 -0.007 0.349
H 7.3272 0.5893 -1.6662 -0.012 -0.006 0.004 0.389
H -0.4914 -3.4611 3.7555 -0.008 -0.010 -0.004 0.282
H 7.5569 2.2571 -2.2144 -0.012 0.008 -0.007 0.307
H -4.5382 5.7538 -3.3169 0.004 0.011 0.000 0.340
H 3.6673 4.2602 5.5236 -0.002 0.016 0.001 0.334
H 7.4657 1.9028 -0.4776 -0.008 0.002 0.006 0.368
H 2.4503 -3.3996 1.8263 0.000 -0.002 0.004 0.183
H 4.4923 -3.5919 -0.3799 0.001 -0.004 -0.005 0.365
H 2.3725 -2.1380 -3.1568 -0.003 0.013 0.020 0.238
H 4.0579 3.3248 -1.3015 -0.006 -0.010 -0.011 0.156
H 2.2429 4.7149 0.8191 -0.029 -0.004 0.004 0.398
H 2.9194 6.7095 2.0890 0.008 0.008 0.015 0.339
H -2.6426 -3.0173 4.8248 0.014 0.003 0.012 0.347
H -3.9067 4.2648 -1.4626 0.010 -0.007 0.013 0.349
H 5.4674 3.5740 -0.2556 0.008 -0.004 0.003 0.366
H -3.3690 5.5580 -5.5066 -0.008 -0.002 -0.003 0.327



Entry 4:
90
Properties=species:S:1:pos:R:3:forces:R:3:mulliken_charge:R:1 method="wB97M-V/def2-TZVPD" homo_ha=-0.450 s2=0.75 multiplicity=2 homo_lumo_gap_ha=0.21403 charge=+2
Br -1.4236 -2.0705 -5.5057 -0.010 -0.205 -0.449 -0.033
As 1.6671 0.1028 -3.4778 -0.294 0.070 0.217 2.060
Ge 0.8060 1.2790 2.9601 1.287 -0.340 -0.107 1.271
Ti -1.3218 -0.2131 -2.6734 -0.095 -1.112 -0.971 0.468
S -2.2602 1.2385 -4.4981 -0.817 -0.370 1.111 -0.406
F 2.6477 -0.8561 -4.5576 -0.780 0.816 0.954 -0.452
F 2.4609 -0.4781 -2.0337 0.004 0.576 -0.901 -0.459
F 0.5487 0.4292 -4.7587 0.607 0.165 0.201 -0.477
F 0.4427 0.9665 -2.4021 0.102 -0.087 -0.006 -0.541
F 0.4871 -1.2836 -3.0815 0.197 0.362 -0.519 -0.471
F 2.5397 1.5817 -3.5647 -0.429 -1.347 -0.109 -0.433
O -2.3590 0.5183 -1.0850 0.637 -0.018 -0.071 -0.512
O 4.3945 -0.7552 -0.2144 -0.387 2.039 1.778 -0.023
O -0.8979 -1.0698 -0.8352 0.368 -0.265 -0.501 -0.590
O -5.3047 -4.9416 -3.8336 -0.459 -0.821 -0.411 -0.505
O 2.6429 -3.4305 1.7863 0.736 -1.645 -1.166 -0.418
N -3.0438 3.4186 -2.2123 -0.420 0.969 -1.421 -0.627
N -4.9960 1.0248 -3.8029 2.210 -0.903 -0.709 0.465
N -3.9893 2.6797 -2.9601 -0.525 0.330 1.140 0.542
N 5.3209 -3.8475 -1.2258 1.571 -2.319 0.755 -0.451
N -2.7286 -1.8795 -3.1531 0.015 0.803 1.779 0.325
N -5.9300 1.6803 -3.1606 -1.727 1.761 0.753 -0.923
C 4.9549 3.7065 2.4719 1.718 0.263 0.332 -0.437
C 0.9603 -2.6208 4.8556 -0.179 1.414 0.683 -0.553
C 5.1928 -4.7343 -3.4331 0.655 -0.606 -0.397 -0.235
C -3.5809 -2.2508 -2.1653 -0.361 0.348 0.024 -0.435
C 1.7605 -1.3914 2.4480 0.429 -0.975 2.291 -0.210
C -1.5920 3.4559 6.3786 -1.062 -1.636 -0.264 -0.493
C 4.4240 -2.5456 -3.0233 -0.423 -0.890 -1.422 -0.164
C 1.2538 -0.5965 3.4855 -1.006 -0.209 -0.273 0.229
C -0.0187 1.0887 1.1748 -0.990 0.189 1.008 -0.979
C 2.5731 2.1956 2.6179 -0.780 0.766 -0.566 -0.022
C -5.3441 2.7384 -2.6613 0.055 -0.600 0.020 0.901
C -3.7918 1.5759 -3.6892 1.417 0.163 -0.982 0.133
C -1.4128 1.5387 4.9182 2.538 -0.359 -2.420 -0.285
C -5.9397 3.9636 -2.1040 1.474 0.605 0.264 -1.269
C 1.4580 -3.3893 3.8255 -0.224 -1.367 1.889 -0.784
C 5.6495 -4.8043 -2.1033 -1.575 0.662 0.567 -0.434
C 1.9601 -2.7843 2.7362 -0.289 2.737 -2.009 0.564
C -4.5106 -3.9443 -3.4991 -0.195 -0.838 -1.201 0.879
C -3.6004 -3.6108 -4.4973 0.555 -0.455 -1.054 -0.496
C -1.9739 2.1444 5.9785 -0.735 1.444 1.686 -0.662
C 4.5183 -1.6928 -0.7668 0.729 -2.254 -2.042 0.627
C -0.3437 2.1994 4.2082 -0.471 0.959 1.498 0.335
C -0.0027 3.5135 4.6256 0.891 -0.972 -1.649 -0.036
C -1.3292 0.2892 1.1365 -1.372 -0.263 -0.574 -0.469
C 4.7798 -2.7794 -1.6920 -1.122 1.730 -1.335 0.423
C 3.8027 1.6360 2.9339 0.918 0.568 -0.064 -0.103
C 4.9932 2.4159 2.8784 0.013 -2.933 0.491 -0.671
C 0.8559 -1.2346 4.6867 0.329 -0.660 -0.639 -0.771
C 3.7695 4.2376 2.0621 -0.366 1.933 -0.822 -0.670
C -4.5254 -3.2515 -2.3290 -0.014 1.116 2.195 -0.913
C -0.6350 4.1407 5.6693 -0.930 -0.513 0.485 -0.768
C -1.5499 -0.1442 -0.3031 -1.058 1.630 1.023 1.217
C 4.5353 -3.6294 -3.9427 0.781 0.760 1.380 -0.607
C -2.7528 -2.5693 -4.2906 0.397 0.074 0.220 0.083
C 2.5982 3.5241 2.0747 0.376 -1.357 1.267 -0.517
H 3.9462 0.5966 3.2073 -0.439 0.011 0.287 0.422
H -5.5937 4.7207 -2.7982 -0.135 0.460 -0.260 0.313
H 4.0481 -1.6184 -3.4021 -0.027 0.256 0.333 0.573
H -5.2305 -3.4288 -1.4950 0.485 -0.130 -0.734 0.376
H -3.4901 -4.2328 -5.3947 -0.361 0.374 0.432 0.443
H 5.8761 4.2962 2.4827 -0.405 -0.086 -0.100 0.400
H 5.9261 1.8566 3.1547 -0.812 0.991 -0.258 0.333
H -6.9924 3.9756 -2.1352 -1.176 -0.277 0.197 0.377
H -0.1614 2.0799 0.7632 -0.022 0.231 -0.223 0.558
H 0.7329 -3.0323 5.8553 -0.087 0.020 -0.875 0.370
H 0.4661 -0.7068 5.5213 -0.230 0.778 0.419 0.610
H 2.6351 -4.3903 1.9574 0.087 0.527 -0.062 0.310
H 1.5381 -4.4624 4.0124 0.209 0.176 -0.396 0.290
H 0.7993 4.0659 4.0931 -0.532 -0.487 0.408 0.199
H 1.7097 4.0265 1.7927 -0.889 0.273 -0.296 0.558
H 0.6981 0.5629 0.6058 0.956 -0.477 -0.827 -0.020
H -1.6085 0.5284 4.5581 -0.483 0.109 0.506 0.422
H -0.4261 5.1418 5.9119 0.465 1.091 0.309 0.483
H -1.2620 -0.6812 1.6328 0.269 0.164 0.545 0.261
H -3.5538 -1.6842 -1.2117 0.108 -0.395 -0.916 0.392
H -5.5193 4.3197 -1.1476 -0.307 -0.671 -0.209 0.333
H 3.8225 5.2932 1.7387 -0.485 -0.669 0.045 0.337
H 6.0742 -5.6925 -1.6596 0.336 -0.022 -0.283 0.432
H -2.3848 2.7402 -1.8822 0.637 -0.086 0.249 0.169
H -5.8162 -5.3850 -3.1477 0.040 0.394 0.349 0.344
H -2.2506 0.8372 1.5204 1.297 -0.561 -0.521 0.345
H 5.4252 -5.5493 -4.1129 -0.099 -0.079 0.232 0.396
H 2.2100 -0.9340 1.5789 -0.145 -0.195 -0.310 0.035
H -2.7429 1.6835 6.5921 0.060 -0.209 -0.281 0.382
H -5.1806 0.2254 -4.3805 -0.324 -0.233 -0.021 0.230
H -2.6075 4.1691 -2.7993 -0.405 -1.182 0.605 0.285
H -2.1827 3.8082 7.2192 0.522 0.580 -0.080 0.361
H 4.2561 -3.6142 -5.0075 -0.019 0.392 0.781 0.461



What did we get for E? Answer: -5163.1046 -720.5688 -6690.5257 -10791.4622 Eh, in the order shown.
What did we get for relative energy (zero: lowest compared OMol25 entry of this formula, charge and spin)? Answer: 0.0 17.8 1.4 52.4 kcal per mole, in the order shown.